Entry 1:
The following is a quantum chemistry calculation of an isolated ion of composition C3H9N2O and charge +1 in a non-equilibrium geometry, from OMol25.

```
! RIJCOSX wB97M-V def2-TZVPD def2/J DEFGRID3
* xyz 1 3
C 1.747 -1.006 0.049
C -2.140 0.854 0.694
C 0.552 -0.191 0.485
N -0.705 -0.841 -0.056
N -1.904 -0.286 -0.155
O -2.722 -0.612 -0.925
H 2.530 -1.261 0.918
H 1.326 -1.938 -0.320
H 2.359 -0.630 -0.727
H -2.162 0.582 1.698
H -3.189 1.332 0.475
H -1.323 1.534 0.624
H 0.470 0.043 1.613
H 0.802 0.797 -0.029
H -0.519 -1.733 -0.425
*
```

Values from the calculation:
M in g/mol: 89.118
Relative energy (zero: lowest compared OMol25 entry of this formula, charge and spin) in kcal per mole: 81.2
HOMO energy (alpha / beta) in Ha: -0.483 / -0.599
F_max in eV/Å: 9.368

---

Entry 2:
The following is a quantum chemistry calculation of one molecule with the formula C19H22N2O4S, from OMol25.

```
! RIJCOSX wB97M-V def2-TZVPD def2/J DEFGRID3
* xyz 0 1
C -2.098 -4.251 -0.473
C -2.796 -2.928 -0.373
C -3.325 -2.321 -1.505
C -3.938 -1.085 -1.432
C -4.046 -0.431 -0.209
C -3.537 -1.037 0.934
C -2.916 -2.268 0.844
H -2.523 -2.727 1.739
H -3.642 -0.532 1.880
N -4.653 0.826 -0.114
S -3.865 2.056 0.715
O -4.469 3.268 0.252
O -3.863 1.772 2.117
C -2.196 1.914 0.081
C -1.932 2.383 -1.192
C -0.676 2.186 -1.736
C 0.307 1.529 -1.002
C 0.020 1.054 0.275
C -1.239 1.246 0.818
H -1.492 0.894 1.805
H 0.765 0.500 0.828
C 1.645 1.293 -1.636
O 1.764 0.979 -2.802
N 2.692 1.506 -0.808
H 2.512 1.733 0.157
C 4.033 1.104 -1.148
H 3.964 0.556 -2.090
H 4.681 1.977 -1.290
C 4.626 0.207 -0.054
H 5.559 -0.234 -0.437
C 4.902 0.946 1.280
H 5.956 0.866 1.540
H 4.650 2.003 1.213
C 4.032 0.207 2.304
H 3.082 0.722 2.455
C 3.799 -1.135 1.607
H 4.650 -1.810 1.784
O 3.698 -0.827 0.236
H 2.878 -1.637 1.904
H 4.520 0.091 3.268
H -0.440 2.528 -2.732
H -2.709 2.903 -1.731
H -5.047 1.173 -0.975
H -4.341 -0.625 -2.323
H -3.248 -2.819 -2.461
H -1.086 -4.110 -0.854
H -2.033 -4.730 0.500
H -2.623 -4.913 -1.158
*
```

Values from the calculation:
M in g/mol: 374.462
Relative energy (zero: lowest compared OMol25 entry of this formula, charge and spin) in kcal per mole: 32.0
HOMO energy in Ha: -0.316
SMILES string: Cc1ccc(NS(=O)(=O)c2ccc(C(=O)NC[C@H]3CCCO3)cc2)cc1
F_max in eV/Å: 0.968

---

Entry 3:
The following is a quantum chemistry calculation of C41H51F6N5OPS2Sb2Ta as an isolated structure, from OMol25.

```
! RIJCOSX wB97M-V def2-TZVPD def2/J DEFGRID3
* xyz 3 2
Ta 0.155 0.103 0.325
C -1.816 -2.638 -0.711
N -1.654 -1.198 -1.078
C -2.975 -0.518 -0.858
C -3.332 -0.380 0.589
N -2.464 0.611 1.251
C -2.711 0.520 2.727
C -2.838 1.967 0.823
C -4.001 2.565 1.293
C -4.322 3.863 0.924
C -3.488 4.579 0.077
C -2.348 3.982 -0.428
C -2.035 2.676 -0.054
S -0.696 1.920 -0.902
C -1.422 -1.158 -2.533
C -2.368 -1.653 -3.424
C -2.143 -1.593 -4.792
C -0.972 -1.036 -5.294
C -0.019 -0.558 -4.417
C -0.249 -0.628 -3.038
S 1.029 -0.102 -2.002
H -2.681 -3.063 -1.224
H -1.974 -2.759 0.353
H -0.941 -3.209 -1.015
H -3.756 -1.093 -1.356
H -2.931 0.456 -1.342
H -3.235 -1.325 1.123
H -4.382 -0.082 0.664
H -3.719 0.149 2.917
H -2.604 1.494 3.187
H -1.991 -0.139 3.199
H -4.661 2.034 1.966
H -5.227 4.315 1.307
H -3.731 5.596 -0.198
H -1.694 4.515 -1.106
H -3.294 -2.086 -3.073
H -2.896 -1.973 -5.469
H -0.804 -0.981 -6.360
H 0.904 -0.126 -4.785
C -2.324 -2.780 3.151
Sb -0.401 -2.173 2.439
C 0.534 -1.731 4.287
C 0.243 -4.255 2.388
C -0.211 -5.100 1.251
C -1.446 -5.732 1.297
C -1.896 -6.510 0.237
C -1.109 -6.677 -0.904
C 0.127 -6.076 -0.964
C 0.607 -5.298 0.111
C 1.922 -4.713 0.033
Sb 1.743 -2.526 -0.707
C 1.376 -3.242 -2.689
C 3.838 -2.301 -0.994
H -2.105 -3.397 4.021
H -2.832 -3.389 2.404
H -2.964 -1.960 3.452
H 0.401 -2.606 4.922
H 0.058 -0.864 4.738
H 1.591 -1.523 4.147
H -0.220 -4.593 3.315
H 1.320 -4.256 2.542
H -2.057 -5.647 2.188
H -2.853 -7.009 0.308
H -1.454 -7.301 -1.717
H 0.766 -6.236 -1.825
H 2.545 -5.089 -0.776
H 2.484 -4.602 0.956
H 1.972 -4.149 -2.778
H 1.734 -2.508 -3.404
H 0.330 -3.470 -2.879
H 4.138 -3.159 -1.595
H 4.371 -2.310 -0.049
H 4.051 -1.384 -1.540
F 1.321 0.327 2.355
P 0.978 2.017 2.856
F 0.473 3.457 3.135
F 1.245 2.344 1.281
F -0.502 1.510 2.280
F 0.621 1.454 4.273
F 2.484 2.225 3.187
C -0.646 6.483 1.412
C 0.201 5.787 0.383
C -0.167 5.741 -0.957
C 0.628 5.112 -1.902
C 1.832 4.520 -1.531
N 2.556 3.894 -2.589
C 3.812 3.387 -2.717
O 4.298 3.118 -3.788
N 4.542 3.111 -1.514
C 4.186 2.067 -0.691
C 5.104 1.493 0.192
C 4.694 0.459 1.004
C 3.388 0.009 0.940
N 2.485 0.561 0.115
C 2.882 1.581 -0.670
C 2.224 4.567 -0.198
C 1.408 5.191 0.735
H -1.591 6.817 0.988
H -0.131 7.361 1.805
H -0.857 5.827 2.257
H -1.082 6.226 -1.279
H 0.324 5.111 -2.943
H 2.150 4.040 -3.503
H 5.535 3.207 -1.680
H 6.123 1.860 0.235
H 5.382 -0.006 1.697
H 3.063 -0.803 1.572
H 2.133 2.073 -1.270
H 3.168 4.165 0.130
H 1.737 5.228 1.767
*
```

Values from the calculation:
M in g/mol: 1263.457
Relative energy (zero: lowest compared OMol25 entry of this formula, charge and spin) in kcal per mole: 30.2
HOMO energy (alpha / beta) in Ha: -0.536 / -0.536
F_max in eV/Å: 0.977

---

Entry 4:
The following is a quantum chemistry calculation of C35H43Cl2MoN2O2P3 as an isolated structure in a non-equilibrium geometry, from OMol25.

```
! RIJCOSX wB97M-V def2-TZVPD def2/J DEFGRID3
* xyz 2 3
P -1.489 -1.931 -0.891
C -3.050 -2.034 -1.775
C -3.171 -2.762 -2.972
H -2.287 -3.210 -3.432
C -4.426 -2.912 -3.560
H -4.517 -3.482 -4.484
C -5.556 -2.341 -2.967
H -6.534 -2.466 -3.429
C -5.430 -1.610 -1.782
H -6.307 -1.161 -1.316
C -4.182 -1.450 -1.184
H -4.075 -0.888 -0.253
C -0.172 -2.403 -2.033
C 0.029 -1.617 -3.185
H -0.638 -0.775 -3.390
C 1.069 -1.918 -4.063
H 1.243 -1.275 -4.927
C 1.863 -3.047 -3.847
H 2.657 -3.299 -4.551
C 1.631 -3.861 -2.737
H 2.232 -4.755 -2.575
C 0.631 -3.538 -1.820
H 0.450 -4.181 -0.953
C -1.559 -3.084 0.497
C -2.183 -4.335 0.312
H -2.595 -4.596 -0.666
C -2.284 -5.230 1.376
H -2.771 -6.192 1.220
C -1.767 -4.893 2.631
H -1.847 -5.597 3.458
C -1.156 -3.652 2.820
H -0.750 -3.380 3.794
C -1.062 -2.741 1.767
H -0.622 -1.755 1.933
Mo -0.109 2.283 0.359
C 1.975 1.940 0.535
C 2.444 0.733 0.147
H 2.662 2.722 0.874
C 1.402 -0.294 -0.240
O 1.603 -1.431 0.635
H 0.913 -2.104 0.462
C 0.037 0.316 -0.107
H 1.557 -0.614 -1.296
C -1.191 -0.171 -0.315
Cl 0.774 4.546 0.729
Cl -2.460 2.903 0.035
P 0.027 3.238 -1.910
C -0.498 4.964 -2.140
H 0.279 5.637 -1.760
H -1.425 5.137 -1.583
H -0.667 5.148 -3.208
C 1.695 3.174 -2.629
H 2.046 2.135 -2.666
H 2.385 3.756 -2.006
H 1.674 3.586 -3.647
C -0.994 2.311 -3.088
H -1.970 2.105 -2.633
H -0.500 1.366 -3.341
H -1.124 2.920 -3.992
P 4.178 0.217 0.116
C 5.196 1.678 0.194
C 4.373 -0.675 -1.432
H 5.006 2.219 1.130
H 4.986 2.339 -0.659
H 6.250 1.369 0.160
H 3.727 -1.564 -1.446
H 5.420 -0.987 -1.541
H 4.101 -0.023 -2.274
C 4.436 -0.876 1.508
H 4.150 -0.354 2.430
H 5.493 -1.165 1.557
H 3.795 -1.758 1.387
H -2.049 0.489 -0.157
N -1.305 4.249 7.177
C -0.696 3.089 6.763
O -0.222 2.284 7.555
C -0.685 2.852 5.281
C -1.358 3.667 4.360
C -1.214 3.431 2.998
N -0.482 2.395 2.497
C 0.130 1.563 3.386
C 0.035 1.764 4.761
H -1.235 4.469 8.161
H -1.511 5.014 6.557
H -2.000 4.495 4.658
H -1.686 4.073 2.257
H 0.710 0.740 2.959
H 0.545 1.070 5.425
*
```

Values from the calculation:
M in g/mol: 783.509
Relative energy (zero: lowest compared OMol25 entry of this formula, charge and spin) in kcal per mole: 0.0
HOMO energy (alpha / beta) in Ha: -0.486 / -0.516
F_max in eV/Å: 3.930